No. 1
The following is a DFT calculation (ωB97M-V/def2-TZVPD) of an isolated molecule of C16H17N3OS.

Structure (XYZ):
```
38
Properties=species:S:1:pos:R:3:mulliken_charge:R:1
C -5.696 -2.681 1.906 -1.807
C -4.794 -2.006 0.716 -0.573
C -5.694 -1.093 -0.230 -0.585
C -5.030 -0.546 -1.375 -1.224
C -4.128 0.376 -0.946 0.832
O -4.614 1.546 -0.379 -0.729
N -2.941 0.025 -0.565 0.055
C -1.751 0.874 -0.391 -0.310
C -0.548 0.245 -0.458 -0.731
C 0.703 0.810 0.062 -0.341
C 0.514 2.338 0.629 -0.588
C -0.760 2.858 0.604 -1.261
C -1.787 1.952 0.158 0.889
H -2.745 2.711 0.380 0.113
H -0.733 3.739 0.996 0.488
H 1.407 2.589 1.069 0.595
C 2.000 0.054 0.020 0.892
C 2.253 -1.083 -0.451 -0.682
N 3.750 -1.030 -0.473 0.187
C 4.618 -1.982 -0.556 -0.244
C 5.809 -1.558 -0.408 -0.310
S 5.664 0.143 0.528 -0.254
C 4.065 0.156 0.214 0.118
N 3.032 0.919 0.568 -0.460
H 6.801 -1.870 -0.655 0.442
H 4.517 -2.961 -1.127 0.239
H 1.705 -1.999 -0.950 0.312
H -0.402 -0.613 -0.813 0.821
H -2.724 -0.815 -0.954 0.111
H -5.766 -0.053 -1.934 0.229
H -4.529 -1.150 -1.976 0.517
H -6.390 -0.434 0.249 0.529
H -6.587 -1.800 -0.606 0.296
H -4.225 -1.466 1.151 0.685
H -4.450 -2.821 0.139 0.326
H -5.048 -3.052 2.509 0.508
H -6.241 -1.936 2.254 0.498
H -6.486 -3.337 1.662 0.415
```

Output
- Orbital gap: 8.7 eV
- HOMO energy: -8.258 eV
- SMILES: CCCCC(=O)Nc1cccc(-c2cn3ccsc3n2)c1

---

No. 2
The following is a DFT calculation (ωB97M-V/def2-TZVPD) of an isolated molecule of C8H6N2O.

Structure (XYZ):
```
17
Properties=species:S:1:pos:R:3:mulliken_charge:R:1
C 2.535 1.098 0.389 -0.284
C 3.169 -0.110 0.017 -0.137
C 2.392 -1.214 -0.319 -0.540
C 0.489 0.084 -0.105 0.529
C 1.148 1.083 0.309 -0.151
C -1.048 0.049 -0.046 0.435
C -3.081 0.534 -0.385 -0.249
C -3.005 -0.575 0.481 -0.053
H 3.115 2.118 0.626 0.257
H 4.385 -0.096 0.123 0.205
H 2.880 -1.915 -0.699 0.569
H 0.680 2.216 0.449 0.185
H -4.003 0.977 -0.839 0.330
H -3.970 -1.169 0.999 0.263
N 1.051 -1.089 -0.375 -0.486
N -1.762 0.930 -0.688 -0.575
O -1.714 -0.839 0.591 -0.298
```

Output
- Orbital gap: 9.7 eV
- HOMO energy: -9.050 eV
- SMILES: c1ccc(-c2ncco2)nc1

---

No. 3
The following is a DFT calculation (ωB97M-V/def2-TZVPD) of a structure of composition C23H30BrN5O3SiTi.

Structure (XYZ):
```
64
Properties=species:S:1:pos:R:3:lowdin_spin:R:1
Ti -0.048 0.116 0.217 1.053
O 3.677 0.237 -1.985 0.000
C 4.303 1.256 -1.362 0.001
C 5.573 1.616 -1.813 0.000
C 6.254 2.666 -1.227 0.000
C 5.687 3.375 -0.173 0.000
C 4.430 3.012 0.279 0.001
C 3.724 1.963 -0.301 0.000
C 2.340 1.648 0.220 0.007
O 1.857 0.377 -0.133 0.012
N 1.424 2.706 -0.234 0.022
N 0.117 2.162 -0.233 0.171
C -0.821 2.988 -0.710 0.177
C -2.051 2.546 -1.185 0.039
Br -2.075 0.605 -1.430 0.015
C -3.194 3.210 -1.554 0.258
C -3.520 4.592 -1.261 0.020
C -2.916 5.348 -0.245 0.056
C -3.290 6.661 -0.016 -0.005
C -4.275 7.263 -0.786 0.062
C -4.898 6.524 -1.785 -0.005
C -4.531 5.212 -2.015 0.052
H 2.842 0.069 -1.492 0.000
H 6.001 1.054 -2.633 0.000
H 7.237 2.936 -1.593 0.000
H 6.219 4.197 0.288 0.000
H 3.968 3.552 1.098 0.000
H 2.361 1.715 1.319 0.001
H 1.673 2.955 -1.190 0.006
H -0.582 4.042 -0.812 0.008
H -3.921 2.660 -2.139 0.015
H -2.172 4.889 0.393 0.005
H -2.811 7.220 0.779 -0.002
H -4.561 8.291 -0.606 0.004
H -5.676 6.976 -2.388 -0.002
H -5.020 4.643 -2.797 0.002
C 0.848 -3.318 1.426 0.006
Si -0.093 -2.543 -0.049 0.008
C 0.752 -3.237 -1.602 -0.003
C -1.812 -3.362 0.014 -0.003
H 0.860 -4.411 1.364 0.001
H 0.383 -3.047 2.381 0.000
H 1.884 -2.970 1.451 0.000
H 0.768 -4.331 -1.591 -0.001
H 1.784 -2.885 -1.674 0.000
H 0.232 -2.917 -2.508 0.000
H -1.741 -4.454 -0.023 -0.001
H -2.435 -3.040 -0.824 0.000
H -2.340 -3.090 0.933 0.000
C 0.354 -0.561 6.218 0.000
N 0.100 -0.149 4.855 0.001
C -1.212 -0.212 4.227 0.000
C -0.834 0.023 2.783 0.005
O -1.566 0.036 1.790 0.000
N 0.502 0.173 2.666 0.011
C 1.017 -0.003 3.877 0.002
N 2.329 -0.028 4.091 0.001
H -0.488 -0.261 6.837 0.000
H 1.239 -0.057 6.606 0.000
H 0.487 -1.643 6.304 0.000
H -1.885 0.558 4.607 0.000
H -1.683 -1.190 4.344 0.000
H 2.936 0.098 3.298 0.000
H 2.716 -0.173 5.004 0.000
```

Output
- Orbital gap (alpha / beta): 5.3 / 6.7 eV
- 2S+1: 3
- <S²>: 2.042
- HOMO energy (alpha / beta): -5.589 / -6.948 eV

---

No. 4
The following is a DFT calculation (ωB97M-V/def2-TZVPD) of an isolated molecule of C4H6N2.

Structure (XYZ):
```
12
Properties=species:S:1:pos:R:3:mulliken_charge:R:1
N -0.576 -1.297 0.140 -0.689
C 0.024 -0.409 -0.934 -0.099
C -1.018 0.077 -0.036 -0.119
C 0.042 0.998 0.656 -0.298
N 1.098 0.199 1.218 -0.629
C 1.113 0.434 -0.211 -0.488
H -1.204 -2.028 -0.169 0.238
H -0.023 -0.420 -2.025 0.412
H -2.043 0.331 -0.272 0.469
H -0.149 2.024 0.934 0.396
H 0.719 -0.744 1.363 0.410
H 2.018 0.835 -0.664 0.398
```

Output
- Orbital gap: 9.8 eV
- HOMO energy: -8.739 eV
- SMILES: N1[C@H]2[C@@H]1[C@H]1N[C@@H]21

---

No. 5
The following is a DFT calculation (ωB97M-V/def2-TZVPD) of an isolated molecule of C8H6ClNO3.

Structure (XYZ):
```
19
Properties=species:S:1:pos:R:3:mulliken_charge:R:1
C 1.432 0.030 1.101 -0.509
C 0.210 0.649 1.197 -0.606
C 1.821 -1.111 0.164 0.086
C -1.567 -0.361 -0.197 -0.546
C -1.253 -1.560 -0.634 0.591
C 0.589 0.699 -1.164 -1.089
C 1.840 0.145 -0.509 -0.156
C -0.518 0.753 -0.098 0.256
N -2.861 -0.066 0.318 1.018
O -0.989 -2.578 -1.103 -0.316
O -3.663 -0.973 0.369 -0.632
O -3.079 1.075 0.660 -0.625
Cl 3.324 -1.914 0.421 -0.194
H 2.118 0.100 1.932 0.502
H -0.185 1.056 2.110 0.512
H 0.794 1.710 -1.520 0.394
H 0.315 0.089 -2.026 0.334
H 2.773 0.580 -0.864 0.380
H -1.101 1.679 -0.158 0.598
```

Output
- Orbital gap (alpha / beta): 7.6 / 7.2 eV
- HOMO energy (alpha / beta): -8.292 / -8.003 eV

---

No. 6
The following is a DFT calculation (ωB97M-V/def2-TZVPD) of a cluster of 2 separate species, C12H16N2 in total.

Structure (XYZ):
```
30
Properties=species:S:1:pos:R:3:mulliken_charge:R:1
C -3.173 0.715 -1.379 -1.440
C -2.071 2.944 -1.263 -0.069
C -2.524 1.808 -0.599 0.591
C -1.454 4.002 -0.804 -0.857
C -2.224 1.734 0.760 -0.100
C -1.302 3.921 0.582 -0.152
C -1.733 2.887 1.357 -0.520
H -2.367 2.908 -2.323 0.190
H -1.102 4.786 -1.469 0.407
H -2.422 -0.103 -1.267 0.245
H -3.470 0.955 -2.299 0.479
H -2.353 0.825 1.372 0.344
H -0.780 4.755 1.033 0.332
H -1.888 2.789 2.494 0.226
H -4.090 0.301 -0.953 0.321
C 1.442 -3.386 1.082 -0.145
C 2.461 -3.337 2.243 -1.154
C 1.771 -2.268 0.161 0.162
C 2.867 -2.297 -0.765 -0.362
C 1.625 -0.536 -1.220 -0.234
N 1.075 -1.093 -0.139 -0.543
N 2.764 -1.237 -1.546 0.015
H 1.591 -4.499 0.604 0.214
H 0.497 -3.011 1.518 0.286
H 3.443 -3.715 2.001 0.327
H 3.749 -2.902 -0.853 0.392
H 1.463 0.123 -1.986 0.424
H 3.378 -0.974 -2.190 0.025
H 2.133 -3.822 3.306 0.258
H 2.692 -2.275 2.543 0.340
```

Output
- Orbital gap: 9.1 eV
- HOMO energy: -8.228 eV
- SMILES: CCc1c[nH]cn1.Cc1ccccc1

---

Please write out number 3 again, unchanged.
The following is a DFT calculation (ωB97M-V/def2-TZVPD) of a structure of composition C23H30BrN5O3SiTi.

Structure (XYZ):
```
64
Properties=species:S:1:pos:R:3:lowdin_spin:R:1
Ti -0.048 0.116 0.217 1.053
O 3.677 0.237 -1.985 0.000
C 4.303 1.256 -1.362 0.001
C 5.573 1.616 -1.813 0.000
C 6.254 2.666 -1.227 0.000
C 5.687 3.375 -0.173 0.000
C 4.430 3.012 0.279 0.001
C 3.724 1.963 -0.301 0.000
C 2.340 1.648 0.220 0.007
O 1.857 0.377 -0.133 0.012
N 1.424 2.706 -0.234 0.022
N 0.117 2.162 -0.233 0.171
C -0.821 2.988 -0.710 0.177
C -2.051 2.546 -1.185 0.039
Br -2.075 0.605 -1.430 0.015
C -3.194 3.210 -1.554 0.258
C -3.520 4.592 -1.261 0.020
C -2.916 5.348 -0.245 0.056
C -3.290 6.661 -0.016 -0.005
C -4.275 7.263 -0.786 0.062
C -4.898 6.524 -1.785 -0.005
C -4.531 5.212 -2.015 0.052
H 2.842 0.069 -1.492 0.000
H 6.001 1.054 -2.633 0.000
H 7.237 2.936 -1.593 0.000
H 6.219 4.197 0.288 0.000
H 3.968 3.552 1.098 0.000
H 2.361 1.715 1.319 0.001
H 1.673 2.955 -1.190 0.006
H -0.582 4.042 -0.812 0.008
H -3.921 2.660 -2.139 0.015
H -2.172 4.889 0.393 0.005
H -2.811 7.220 0.779 -0.002
H -4.561 8.291 -0.606 0.004
H -5.676 6.976 -2.388 -0.002
H -5.020 4.643 -2.797 0.002
C 0.848 -3.318 1.426 0.006
Si -0.093 -2.543 -0.049 0.008
C 0.752 -3.237 -1.602 -0.003
C -1.812 -3.362 0.014 -0.003
H 0.860 -4.411 1.364 0.001
H 0.383 -3.047 2.381 0.000
H 1.884 -2.970 1.451 0.000
H 0.768 -4.331 -1.591 -0.001
H 1.784 -2.885 -1.674 0.000
H 0.232 -2.917 -2.508 0.000
H -1.741 -4.454 -0.023 -0.001
H -2.435 -3.040 -0.824 0.000
H -2.340 -3.090 0.933 0.000
C 0.354 -0.561 6.218 0.000
N 0.100 -0.149 4.855 0.001
C -1.212 -0.212 4.227 0.000
C -0.834 0.023 2.783 0.005
O -1.566 0.036 1.790 0.000
N 0.502 0.173 2.666 0.011
C 1.017 -0.003 3.877 0.002
N 2.329 -0.028 4.091 0.001
H -0.488 -0.261 6.837 0.000
H 1.239 -0.057 6.606 0.000
H 0.487 -1.643 6.304 0.000
H -1.885 0.558 4.607 0.000
H -1.683 -1.190 4.344 0.000
H 2.936 0.098 3.298 0.000
H 2.716 -0.173 5.004 0.000
```

Output
- Orbital gap (alpha / beta): 5.3 / 6.7 eV
- 2S+1: 3
- <S²>: 2.042
- HOMO energy (alpha / beta): -5.589 / -6.948 eV

---

Copy entry 2 word for word.
The following is a DFT calculation (ωB97M-V/def2-TZVPD) of an isolated molecule of C8H6N2O.

Structure (XYZ):
```
17
Properties=species:S:1:pos:R:3:mulliken_charge:R:1
C 2.535 1.098 0.389 -0.284
C 3.169 -0.110 0.017 -0.137
C 2.392 -1.214 -0.319 -0.540
C 0.489 0.084 -0.105 0.529
C 1.148 1.083 0.309 -0.151
C -1.048 0.049 -0.046 0.435
C -3.081 0.534 -0.385 -0.249
C -3.005 -0.575 0.481 -0.053
H 3.115 2.118 0.626 0.257
H 4.385 -0.096 0.123 0.205
H 2.880 -1.915 -0.699 0.569
H 0.680 2.216 0.449 0.185
H -4.003 0.977 -0.839 0.330
H -3.970 -1.169 0.999 0.263
N 1.051 -1.089 -0.375 -0.486
N -1.762 0.930 -0.688 -0.575
O -1.714 -0.839 0.591 -0.298
```

Output
- Orbital gap: 9.7 eV
- HOMO energy: -9.050 eV
- SMILES: c1ccc(-c2ncco2)nc1

---

> What is the formula in the second record?

C8H6N2O